ORCA calculation (wB97M-V/def2-TZVPD) on 5 unconnected molecules or ions with the total composition C30H75O20P5.

Energy, eV: -119728.750
HOMO level, eV: -9.85
Total charge: 0
Kohn-Sham gap, eV: 10.373
LUMO energy, eV: 0.5
Energy relative to the best compared isomer or geometry (same formula, charge and spin), kJ/mol: 571.63

Geometry as XYZ:
```
130
Properties=species:S:1:pos:R:3:forces:R:3:lowdin_charge:R:1
C -2.4790 -6.2474 -1.8012 -0.56 -0.67 -2.53 -0.07
C -2.0742 -7.3739 -0.9272 0.95 -1.28 -0.43 -0.34
O -2.3699 -7.0010 0.3671 1.72 1.16 4.80 -0.20
P -1.2886 -6.1716 1.3348 0.80 1.05 -0.98 0.59
O 0.1867 -6.4552 1.0873 -3.44 0.70 0.19 -0.27
O -1.7086 -6.3347 2.8955 0.29 0.04 -1.38 -0.21
C -0.9566 -7.2252 3.7611 -0.15 -2.16 -0.23 -0.26
C -1.0851 -6.7846 5.2272 -0.08 0.89 -1.66 -0.05
O -1.7589 -4.6152 1.0155 1.97 -2.27 -0.25 -0.24
C -2.9571 -3.9345 1.3601 1.20 0.36 2.59 -0.21
C -2.6797 -3.3253 2.7939 -0.96 0.17 0.78 -0.07
H -3.5012 -5.8837 -1.6965 0.14 0.07 0.69 0.09
H -1.7532 -5.4367 -1.8643 -0.08 0.03 0.51 0.08
H -2.5125 -6.6458 -2.8153 0.18 0.01 -0.42 0.08
H -2.3991 -8.4141 -0.9497 -1.88 0.25 -0.99 0.13
H -1.0656 -7.7288 -1.1389 1.07 1.26 0.52 0.11
H -1.4168 -8.2060 3.6410 -0.63 -0.10 0.27 0.11
H 0.0014 -7.5130 3.3282 0.56 1.26 0.28 0.11
H -2.1359 -6.9725 5.4476 0.21 0.11 0.67 0.08
H -0.3734 -7.1925 5.9449 -0.23 -0.41 -0.32 0.08
H -0.9097 -5.7096 5.1870 -0.13 0.17 0.41 0.07
H -3.0500 -3.1236 0.6377 -0.42 -0.35 -0.08 0.10
H -3.7559 -4.6758 1.3834 -0.40 0.51 -0.14 0.12
H -1.8519 -2.6321 2.9434 0.44 -0.16 -1.00 0.06
H -3.4746 -2.7497 3.2682 -0.77 0.21 -0.79 0.07
H -2.5532 -4.0400 3.6071 0.27 -0.76 -0.59 0.05
C 1.5409 -2.9574 -7.9368 -0.37 -1.57 -1.83 -0.10
C 1.0262 -2.2343 -6.7728 -0.17 0.01 0.17 -0.29
O 1.8580 -2.6391 -5.6515 -0.84 -0.25 2.67 -0.18
P 1.1382 -3.5084 -4.4191 0.54 1.71 1.14 0.56
O -0.3328 -3.3266 -4.2973 1.43 -0.18 -0.04 -0.25
O 1.6182 -4.9816 -4.7188 1.55 2.87 -0.64 -0.18
C 0.8552 -6.0597 -4.3367 -1.31 -0.30 -0.89 -0.33
C 1.6189 -7.2018 -4.7936 1.38 -3.24 0.32 -0.09
O 2.0369 -3.1730 -3.0124 -1.11 0.38 -2.12 -0.20
C 1.6147 -3.4084 -1.6546 -0.39 -0.23 0.76 -0.26
C 0.5502 -2.5142 -0.9787 0.56 -0.45 -1.02 -0.06
H 2.5801 -2.8698 -8.2539 0.23 0.60 0.84 0.09
H 1.3906 -4.0327 -7.8400 -0.27 -0.10 -0.25 0.08
H 1.0073 -2.5407 -8.7909 -0.33 -0.49 -0.33 0.08
H 0.9919 -1.2216 -7.1744 1.02 1.00 1.61 0.12
H -0.0262 -2.3727 -6.5248 0.04 -0.74 -0.12 0.11
H 0.6544 -6.0295 -3.2658 -0.36 -0.25 -0.08 0.12
H -0.0001 -6.0236 -5.0114 -0.92 -0.02 0.90 0.13
H 1.1032 -8.1352 -4.5681 -0.32 -0.08 0.01 0.08
H 1.8468 -7.2608 -5.8579 -0.25 0.56 -0.04 0.09
H 2.5687 -7.3326 -4.2752 0.16 0.34 0.08 0.09
H 1.4433 -4.4667 -1.4584 -0.82 -0.24 -0.60 0.11
H 2.4467 -3.3166 -0.9565 0.90 0.61 -0.80 0.11
H 0.8497 -1.4669 -1.0198 0.07 0.03 0.10 0.06
H -0.4551 -2.5783 -1.3950 0.04 -0.28 0.10 0.07
H 0.6213 -2.8841 0.0441 -0.58 0.24 0.16 0.07
C -7.2024 4.9284 -1.2017 -0.20 -1.62 0.36 -0.05
C -7.0292 3.4110 -0.8259 -1.84 1.50 1.12 -0.30
O -5.8557 2.7776 -1.1135 3.35 -0.90 -1.40 -0.17
P -4.5340 3.0114 -0.2538 -1.69 0.50 1.72 0.51
O -4.8887 3.4304 1.1708 1.50 -1.09 -2.81 -0.26
O -3.7534 1.6136 -0.4742 -0.99 2.23 -0.98 -0.16
C -3.5341 0.7726 0.6166 -0.12 -0.57 1.81 -0.29
C -2.4785 -0.1984 0.1767 0.64 -0.73 -0.45 -0.06
O -3.7409 4.0818 -1.1351 -3.51 -1.94 0.01 -0.16
C -2.6176 4.6824 -0.6584 1.62 0.94 0.29 -0.32
C -1.5002 4.1667 -1.5064 1.46 0.15 0.46 -0.06
H -7.0554 5.0801 -2.2711 0.21 0.11 0.10 0.07
H -8.2585 5.0917 -0.9869 -0.06 0.31 -0.04 0.07
H -6.6254 5.6137 -0.5808 0.19 -0.17 -0.18 0.07
H -7.0999 3.2446 0.2490 -0.91 0.61 0.20 0.10
H -7.8092 2.8322 -1.3206 -0.04 0.10 -0.06 0.12
H -3.3363 1.4234 1.4683 1.00 -0.23 0.18 0.09
H -4.4354 0.3022 1.0095 -0.45 -0.42 -0.75 0.12
H -1.5768 0.3401 -0.1146 0.14 -0.07 0.23 0.08
H -2.2220 -1.0412 0.8186 0.04 0.58 0.85 0.06
H -2.7717 -0.7743 -0.7011 -0.50 0.47 -0.42 0.08
H -2.7523 5.7619 -0.7265 0.06 0.09 -0.17 0.13
H -2.4499 4.4712 0.3977 0.05 -0.07 0.13 0.10
H -0.6677 4.8498 -1.3375 0.41 -0.17 -0.31 0.07
H -1.2010 3.1781 -1.1581 0.06 -0.08 0.02 0.07
H -1.7046 4.0664 -2.5723 -0.30 0.40 0.13 0.09
C 1.6371 5.9878 4.0011 -1.61 0.60 0.09 -0.07
C 3.0694 5.7726 3.7213 0.48 -0.64 0.82 -0.29
O 3.6379 6.9050 3.0767 0.79 -0.22 -0.57 -0.17
P 4.5098 6.6799 1.7661 -1.10 1.84 -0.30 0.36
O 5.1286 7.9632 1.4207 -0.03 -0.22 -0.64 -0.23
O 5.5464 5.5287 1.9951 -0.13 -1.25 -0.50 -0.18
C 6.4523 5.0742 0.8852 -0.81 0.57 0.90 -0.19
C 5.9631 3.8192 0.2015 -1.25 0.54 0.07 -0.08
O 3.3903 6.0821 0.7683 0.09 0.31 -0.19 -0.21
C 2.6251 6.8662 -0.2137 1.14 0.47 -0.36 -0.20
C 2.4472 8.3858 0.0433 -1.10 -0.23 0.28 -0.08
H 1.0498 5.1102 4.2713 0.55 -0.40 0.05 0.07
H 1.4867 6.6925 4.8189 -0.04 0.29 -0.19 0.08
H 1.1502 6.3455 3.0938 -0.06 0.30 -0.01 0.08
H 3.6232 5.7656 4.6602 0.04 -0.89 0.03 0.13
H 3.1597 4.8630 3.1275 0.44 -0.05 0.10 0.10
H 6.4468 5.8760 0.1468 0.59 0.16 0.21 0.11
H 7.3871 4.9620 1.4344 0.08 0.06 -0.49 0.12
H 5.5533 3.0943 0.9048 0.78 -0.38 0.05 0.08
H 5.0696 4.0841 -0.3639 -0.07 0.18 -0.21 0.06
H 6.6819 3.4784 -0.5437 0.16 -0.36 0.43 0.08
H 3.1372 6.6152 -1.1426 0.18 0.64 -0.21 0.11
H 1.6522 6.4043 -0.3817 -0.09 -0.12 0.85 0.10
H 1.6698 8.7753 -0.6139 0.12 -0.28 -0.72 0.07
H 1.9062 8.5421 0.9765 0.42 -0.25 0.53 0.07
H 3.2645 9.1065 0.0151 0.37 -0.78 -0.04 0.07
C 2.5314 1.6588 -1.5230 -0.47 0.90 -0.34 -0.06
C 2.7225 0.7539 -0.3522 -0.04 -0.60 1.10 -0.25
O 1.5632 0.9302 0.4748 -1.92 0.08 1.19 -0.23
P 1.5018 1.2766 2.0478 -1.57 1.10 -1.47 0.50
O 1.9366 2.6674 2.3350 0.03 -1.71 0.42 -0.22
O 2.2570 0.0485 2.7074 -1.08 0.88 0.28 -0.17
C 1.6889 -1.2679 2.4117 1.81 -0.42 -1.53 -0.28
C 1.3361 -1.9413 3.6543 -0.48 0.36 1.87 -0.07
O -0.1196 1.0224 2.3848 3.39 -1.94 -3.05 -0.22
C -0.7145 1.8176 3.3284 1.47 1.62 0.74 -0.30
C -1.1530 3.1880 2.7264 -1.30 -1.10 1.16 -0.04
H 2.1821 2.6085 -1.1179 0.03 0.16 -0.13 0.08
H 3.3468 1.8847 -2.2101 0.34 -0.45 0.35 0.08
H 1.7166 1.2435 -2.1161 -0.06 0.08 -0.09 0.08
H 2.6594 -0.2892 -0.6623 0.56 -0.08 0.04 0.10
H 3.5390 0.9203 0.3505 0.69 0.08 -0.77 0.12
H 0.8377 -1.3124 1.7324 0.17 0.79 -0.19 0.10
H 2.5655 -1.6851 1.9160 -0.30 -0.70 -0.19 0.13
H 1.1927 -3.0212 3.6152 0.04 0.12 -0.32 0.09
H 2.0696 -1.6828 4.4180 0.13 -0.33 0.06 0.09
H 0.4151 -1.4518 3.9709 -0.28 -0.32 0.37 0.08
H -1.3897 1.1402 3.8512 -1.01 0.74 -0.28 0.13
H 0.0609 1.9895 4.0749 -0.09 0.53 0.46 0.10
H -2.1905 3.0277 2.4328 -0.39 0.69 0.40 0.04
H -1.0064 3.8722 3.5621 -0.65 0.44 -0.28 0.07
H -0.7180 3.6336 1.8318 0.97 -0.78 0.21 0.07
```
Forces are in eV/Å.